{
  "formula": "BrMn",
  "method": "the ωB97M-V functional and the def2-TZVPD basis",
  "species": ["Mn", "Br"],
  "positions_angstrom": [[-0.409874, -1.932040, 0.324234], [0.409874, 1.932040, -0.324234]],
  "forces_ev_per_angstrom": [[0.3586, 1.6910, -0.2839], [-0.3586, -1.6910, 0.2839]],
  "nbo_charge": [1.325, -0.326],
  "s2": 8.78,
  "e_above_lowest_kj_mol": 445.10,
  "multiplicity": 6,
  "total_charge": 1
}